(1)
An isolated molecule of C4H6O2, computed with the ωB97M-V functional and the def2-TZVPD basis.

```
12
Properties=species:S:1:pos:R:3:forces:R:3:lowdin_charge:R:1
O 2.107 1.306 -0.372 0.691 -0.267 -0.299 0.15
C 1.147 0.647 -0.145 -0.132 0.398 0.449 -0.51
C 0.803 -0.805 -0.437 -0.393 0.149 0.012 -0.10
C -0.441 -0.870 0.407 -2.205 -0.132 -1.961 -0.04
C -1.153 0.832 0.005 2.170 -1.250 3.073 -0.02
O 0.121 1.156 0.586 0.982 3.613 0.315 -0.11
H 0.583 -0.961 -1.495 0.102 0.078 0.038 0.13
H 1.624 -1.468 -0.142 -0.208 0.212 0.042 0.13
H -1.307 -1.350 0.056 -0.370 -1.984 -0.456 0.05
H -0.213 -1.122 1.473 -0.715 1.269 -0.749 0.13
H -1.924 0.996 0.746 0.042 -0.248 0.496 0.08
H -1.337 1.684 -0.700 0.035 -1.839 -0.962 0.12
```
Forces are in eV/Å.

Output
E_HOMO = -9.5 eV
structure (SMILES) = O=C1CCCO1
ΔE to the lowest compared entry with this formula, charge and spin = 3.648 eV
multiplicity = 1

(2)
An isolated molecule of C4H10O2, computed with the ωB97M-V functional and the def2-TZVPD basis.

```
16
Properties=species:S:1:pos:R:3:forces:R:3:lowdin_charge:R:1
C -1.756 -0.239 0.397 -0.016 -0.036 0.000 -0.05
C -0.441 0.516 0.291 -0.057 -0.033 -0.194 -0.38
O -0.168 1.203 1.514 -0.121 -0.107 0.210 -0.05
C 0.761 -0.405 -0.100 -0.207 -0.090 -0.221 -0.41
C 1.170 -0.209 -1.555 -0.011 0.016 -0.041 -0.05
O 1.878 -0.142 0.718 0.031 0.148 0.160 -0.04
H -1.678 -1.030 1.156 0.003 0.106 -0.114 0.09
H -2.027 -0.717 -0.550 0.087 0.071 0.101 0.09
H -2.564 0.442 0.685 0.108 -0.097 -0.088 0.08
H -0.532 1.311 -0.459 0.048 -0.094 0.099 0.14
H -0.532 0.681 2.240 0.061 0.099 -0.065 0.10
H 0.457 -1.456 0.046 0.055 0.170 0.027 0.14
H 0.401 -0.562 -2.253 0.065 0.054 0.129 0.08
H 1.361 0.853 -1.749 -0.023 -0.151 0.033 0.08
H 2.096 -0.757 -1.749 -0.170 0.020 0.014 0.08
H 1.574 0.512 1.369 0.147 -0.074 -0.049 0.07
```
Forces are in eV/Å.

Output
E_HOMO = -9.9 eV
structure (SMILES) = C[C@@H](O)[C@@H](C)O
ΔE to the lowest compared entry with this formula, charge and spin = 0.617 eV
multiplicity = 1

(3)
A cluster of 2 separate species, Cl2HNOS in total, computed with the ωB97M-V functional and the def2-TZVPD basis.

```
6
Properties=species:S:1:pos:R:3:forces:R:3:lowdin_charge:R:1
N 0.659 1.408 0.906 -0.735 -0.534 2.702 -0.55
O -1.978 0.148 -2.491 0.111 -0.539 -0.161 -0.62
S -2.484 1.506 -2.374 -0.053 0.522 0.256 0.50
Cl 1.747 0.511 0.058 0.148 -0.354 0.088 0.50
Cl -1.587 2.353 -0.739 -0.244 0.054 -0.276 0.14
H 0.469 0.916 1.895 0.772 0.850 -2.609 0.04
```
Forces are in eV/Å.

Output
E_HOMO (alpha / beta) = -9.2 / -10.0 eV
ΔE to the lowest compared entry with this formula, charge and spin = 1.775 eV
multiplicity = 1

(4)
A cluster of 2 separate species, C18H47BNO7P2 in total, computed with the ωB97M-V functional and the def2-TZVPD basis.

```
76
Properties=species:S:1:pos:R:3:forces:R:3:lowdin_charge:R:1
C 3.803 -3.128 1.014 0.308 -0.431 -0.405 -0.08
C 2.772 -4.203 0.576 0.472 -0.081 1.036 -0.26
O 1.425 -3.794 0.836 0.064 0.088 -1.458 -0.03
B 0.580 -4.014 -0.282 0.098 -1.199 0.436 -0.66
O 0.657 -5.345 -0.849 0.887 1.157 1.036 0.04
P -0.701 -2.733 -1.085 0.787 -2.160 -1.311 0.45
C -2.054 -3.891 -0.333 -0.957 -0.132 0.424 -0.31
C -3.509 -3.436 -0.129 -1.210 -0.969 0.228 -0.31
O -3.751 -2.320 0.744 0.671 -0.451 0.546 -0.13
C 0.827 -1.903 -1.953 1.207 1.153 -0.166 -0.33
C 0.965 -0.356 -2.086 0.344 0.400 -0.736 -0.27
C 1.258 0.087 -3.576 0.902 0.289 1.699 -0.28
N 2.703 -0.107 -3.864 -0.526 -0.139 -0.779 -0.04
C -1.998 -1.688 -2.075 -0.355 0.979 -0.650 -0.28
C -2.677 -2.387 -3.303 0.586 1.110 -1.008 -0.46
C -1.802 -2.136 -4.588 -0.406 0.820 0.606 -0.08
O -3.001 -3.763 -3.243 -0.811 0.046 0.336 -0.09
P -0.687 -1.338 0.661 -0.874 1.645 1.705 0.81
C -1.045 -2.205 2.305 0.574 0.252 0.310 -0.34
C 0.982 -0.598 1.099 0.865 0.221 -0.621 -0.35
H 4.040 -2.434 0.185 -0.381 -0.093 0.488 0.07
H 3.499 -2.570 1.911 -0.031 -0.218 -0.355 0.07
H 4.759 -3.650 1.229 -0.441 0.251 0.011 0.07
H 2.944 -5.122 1.167 0.082 0.237 -0.380 0.12
H 2.955 -4.428 -0.488 -0.229 -0.063 0.365 0.11
H 0.831 -5.262 -1.783 -0.574 -0.014 -0.598 0.06
H -0.687 -3.658 -2.254 0.008 -0.172 -0.355 0.00
H -2.145 -4.776 -0.998 0.182 0.639 0.017 0.08
H -1.644 -4.357 0.596 -0.406 0.587 -0.199 0.07
H -4.062 -4.295 0.334 0.332 0.398 -0.217 0.10
H -4.083 -3.243 -1.057 0.832 -0.197 0.088 0.10
H -4.257 -1.668 0.280 -0.130 0.420 -0.380 0.05
H 0.959 -2.325 -2.978 -0.460 0.031 0.537 0.06
H 1.750 -2.253 -1.423 -0.588 0.096 -0.117 0.06
H 0.138 0.247 -1.657 0.095 -0.620 -0.232 0.08
H 1.865 -0.013 -1.531 -0.494 -0.096 -0.149 0.08
H 1.100 1.179 -3.644 -0.320 -0.502 -0.329 0.10
H 0.671 -0.488 -4.303 0.038 0.380 0.165 0.08
H 3.250 0.373 -3.162 -0.023 -0.086 0.098 0.05
H 2.916 -1.096 -3.798 0.094 0.023 0.125 0.05
H -2.721 -1.161 -1.414 0.119 -0.789 -0.199 0.05
H -1.547 -0.804 -2.586 0.183 -0.497 0.550 0.06
H -3.618 -1.827 -3.510 0.244 -0.557 0.228 0.13
H -0.737 -2.366 -4.421 -0.418 -0.209 -0.024 0.05
H -2.200 -2.659 -5.474 0.146 0.071 0.370 0.07
H -1.860 -1.043 -4.775 0.137 -0.555 -0.143 0.07
H -2.294 -4.233 -3.675 0.466 -0.267 0.136 0.06
H -1.324 -1.390 3.006 0.013 -0.421 -0.363 0.01
H -0.146 -2.684 2.744 -0.350 0.031 -0.402 0.02
H -1.868 -2.925 2.279 0.200 0.308 -0.156 0.01
H 1.008 0.467 0.787 -0.156 -0.507 0.230 0.01
H 1.235 -0.626 2.174 -0.397 -0.177 -0.324 0.03
H 1.833 -1.066 0.564 -0.421 0.026 0.335 0.00
C -0.928 2.630 2.972 0.062 -0.118 -0.278 -0.10
O -0.716 3.777 2.165 -0.039 0.195 0.530 -0.20
C -1.716 4.771 2.296 0.314 -0.010 -0.277 -0.20
C -1.121 6.161 2.477 -0.102 0.052 -0.065 -0.18
O -0.433 6.388 3.703 0.086 -0.009 -0.045 -0.13
C 0.793 5.701 3.930 -0.021 -0.066 0.077 -0.18
C 1.952 6.090 3.025 -0.080 -0.297 -0.049 -0.20
O 1.749 5.662 1.687 -0.218 0.446 0.047 -0.19
C 2.063 6.635 0.714 -0.007 -0.311 -0.063 -0.12
H -1.567 1.914 2.448 -0.017 -0.102 0.122 0.09
H 0.042 2.164 3.155 -0.020 -0.021 -0.125 0.08
H -1.367 2.887 3.942 -0.038 0.056 -0.028 0.08
H -2.388 4.555 3.131 0.024 -0.048 0.069 0.12
H -2.305 4.765 1.371 -0.178 0.174 0.066 0.13
H -1.956 6.867 2.484 -0.011 -0.034 0.123 0.12
H -0.501 6.441 1.627 0.122 -0.224 -0.062 0.11
H 0.636 4.623 3.932 0.067 -0.067 -0.251 0.11
H 1.081 5.965 4.952 -0.023 0.119 -0.036 0.12
H 2.860 5.596 3.391 0.004 0.104 0.223 0.13
H 2.106 7.174 3.079 -0.055 -0.013 -0.073 0.12
H 1.781 7.643 1.035 0.055 0.012 0.047 0.08
H 1.496 6.400 -0.188 0.068 -0.074 0.021 0.09
H 3.131 6.604 0.473 0.028 0.174 -0.023 0.09
```
Forces are in eV/Å.

Output
E_HOMO = -2.8 eV
net charge = -1
multiplicity = 1

> Look up the multiplicity of the third one.

1